Computed, not measured: a cluster of 2 separate species, C4H15NOSi2 in total at a distorted geometry, with the ωB97M-V functional and the def2-TZVPD basis.

```
23
Properties=species:S:1:pos:R:3:forces:R:3:nbo_charge:R:1
H -0.053 0.828 -3.890 1.1288 -0.1280 0.1349 0.248
H 0.197 0.673 3.413 0.9144 -0.2214 -0.0253 -0.187
H 3.741 -1.577 1.924 -0.7089 -0.6229 -0.4292 0.180
H -1.652 0.820 -3.505 -1.5091 0.1674 -0.7143 0.221
H 0.916 -0.271 -0.182 0.0909 -0.0849 0.4460 0.505
N 1.734 -0.813 1.994 0.6766 -0.8646 1.0401 -1.100
H 2.194 0.267 4.829 -0.0996 -0.5919 -1.6679 -0.179
Si 1.562 -0.008 3.379 -1.3569 0.4994 0.5072 1.306
C -0.723 1.167 -3.132 -1.1882 2.4615 2.1100 -1.107
C 2.737 -1.786 1.472 0.2933 1.9555 0.7968 -0.418
H -1.520 -1.303 0.281 -0.0397 0.1106 -1.8174 0.224
H -2.270 1.403 0.673 0.5189 -0.5307 0.3592 0.239
O 0.708 0.082 -1.049 0.2562 0.4333 0.3208 -1.101
C -1.759 -1.245 -0.862 5.9212 0.7082 1.1610 -1.068
H -2.752 -1.275 -0.860 -4.2525 -0.4072 -0.6518 0.206
H 2.778 -1.541 0.432 0.4542 -0.1564 -0.8559 0.199
H -2.605 2.241 -0.706 0.5227 -0.0014 -0.3853 0.238
H -0.787 2.368 -3.033 0.2562 -2.7799 -0.5272 0.233
H -1.200 -2.124 -1.342 -1.1671 1.2396 0.5493 0.235
H -1.097 2.648 0.145 -0.4035 -0.8234 -0.3544 0.241
C -1.736 1.788 -0.191 0.0493 0.7488 -0.5111 -1.142
Si -0.867 0.489 -1.331 -0.1409 -1.1152 0.0929 1.823
H 2.454 -2.831 1.542 -0.2163 0.0035 0.4216 0.204
```
Positions in Å, forces in eV/Å.

Net charge: 0
HOMO-LUMO gap (eV): 9.4
ΔE to the lowest compared entry with this formula, charge and spin (eV): 3.843
LUMO energy (hartree): -0.005
HOMO level (eV): -9.57

Computed, not measured: a cluster of 2 separate species, CH2N2OS in total at a distorted geometry, with the ωB97M-V functional and the def2-TZVPD basis.

```
7
Properties=species:S:1:pos:R:3:forces:R:3:nbo_charge:R:1
S 2.690 1.178 0.991 0.4691 0.2828 0.3605 0.021
H -0.379 1.304 0.330 1.6278 -1.3778 0.0484 0.408
H -0.343 -0.289 -0.350 1.2680 0.6087 0.9913 0.407
N 1.960 -1.988 -0.310 -3.8606 1.0632 -0.1477 0.216
N 0.197 0.417 0.215 -0.5737 -0.1113 -0.6359 -0.835
O 0.887 -2.381 -0.624 3.0668 0.8481 0.7294 -0.248
C 1.521 0.275 0.462 -1.9973 -1.3135 -1.3461 0.030
```
Positions in Å, forces in eV/Å.

Net charge: 0
HOMO-LUMO gap (alpha / beta) (eV): 6.6 / 6.6
ΔE to the lowest compared entry with this formula, charge and spin (eV): 2.504
LUMO energy (alpha / beta) (hartree): -0.026 / -0.024
HOMO level (alpha / beta) (eV): -7.30 / -7.29

Computed, not measured: a structure of composition C31H24N5O2PtS3, with the ωB97M-V functional and the def2-TZVPD basis.

```
66
Properties=species:S:1:pos:R:3:forces:R:3:nbo_charge:R:1
H 2.043 -2.745 4.743 -0.0147 0.0141 0.0048 0.261
C 1.101 -2.621 2.819 0.1609 0.0075 -0.1471 0.148
H -1.399 4.828 1.392 0.0029 -0.0025 -0.0078 0.234
H 6.092 -3.349 -3.304 -0.0087 -0.0033 0.0016 0.227
C -4.051 1.314 -2.772 -0.0186 -0.0165 0.0308 -0.196
C 2.506 -2.949 -1.955 -0.0219 -0.0558 -0.0224 -0.216
S 0.552 1.411 -1.204 0.1368 -0.3707 -0.1615 0.383
C 1.110 -2.735 4.196 -0.0347 -0.1212 0.0540 -0.174
O 3.476 -2.578 2.343 0.1394 0.1209 -0.1365 -0.438
C 2.722 -3.577 -3.175 0.0382 -0.0035 -0.0012 -0.179
H -3.575 -2.912 -0.721 0.0764 -0.0588 0.0018 0.225
N -0.043 -2.615 2.151 0.0678 0.3237 0.0208 -0.419
H 5.039 -1.457 1.586 0.0012 0.0195 0.0014 0.219
H -5.735 -0.664 -0.617 0.0049 -0.0025 -0.0079 0.207
N 0.052 2.913 0.784 0.0068 0.2223 -0.3478 -0.269
H -2.276 -2.746 4.613 0.0104 -0.0153 0.0078 0.260
C -0.952 6.911 1.115 0.0115 0.0341 0.0037 -0.200
H 3.533 -0.670 -0.070 0.0245 0.0325 -0.0187 0.236
C -0.121 -2.811 4.842 -0.0109 -0.0120 -0.0132 -0.127
S 0.726 3.721 -3.033 -0.0266 0.1011 0.0011 -0.121
C 0.157 1.682 0.453 0.0190 -0.2746 0.3243 -0.146
H -4.820 -1.085 1.347 0.0437 0.0533 0.0265 0.216
H 5.716 -2.236 -1.158 -0.0235 -0.0081 0.0081 0.203
C -0.805 5.558 0.861 -0.0624 -0.0326 -0.0088 -0.237
C -5.107 0.790 -2.041 0.0398 0.0225 -0.0158 -0.191
C 2.253 -2.362 1.914 -0.2187 -0.0696 0.2720 0.582
C -3.443 -2.012 -0.115 0.0529 -0.0941 0.0237 -0.121
C 3.403 -1.741 0.102 -0.0775 0.1177 0.1597 -0.096
N 0.274 3.728 -0.319 -0.0213 0.0302 0.2079 -0.267
Pt -0.012 -1.636 0.263 0.0307 -0.1927 -0.1439 0.966
H 1.378 8.120 -1.016 -0.0160 -0.0023 0.0107 0.222
C -2.786 0.764 -2.638 0.0260 0.0271 0.0212 -0.181
H 1.656 5.721 -1.466 -0.0107 -0.0132 -0.0151 0.242
C 3.574 -2.472 -1.209 0.0735 -0.0097 -0.0609 -0.068
C -2.577 -0.300 -1.771 0.0652 0.0511 -0.0564 -0.236
C 0.919 6.053 -0.753 0.0573 0.0773 0.0559 -0.233
H 1.878 -3.947 -3.742 0.0015 0.0022 0.0001 0.222
N -2.112 -2.131 0.541 -0.1229 0.3187 0.0941 -0.532
C 0.127 5.137 -0.079 0.0291 -0.0755 -0.0918 0.202
C 4.865 -2.622 -1.710 0.0127 0.0393 -0.0310 -0.159
H -1.678 7.237 1.848 0.0023 -0.0005 -0.0141 0.220
C -2.328 -2.406 1.777 0.2432 -0.1154 0.2100 0.584
C 4.360 -2.223 1.224 -0.0809 -0.0247 0.0790 -0.087
H 4.909 -3.121 0.956 0.0060 -0.0278 -0.0157 0.219
H -1.583 -0.725 -1.704 0.0379 -0.0450 0.0138 0.195
C 0.524 3.128 -1.514 -0.1215 0.1134 0.1166 -0.127
N 2.077 -1.909 0.730 0.0824 -0.2454 -0.3496 -0.522
H -6.100 1.207 -2.142 0.0044 -0.0104 -0.0067 0.226
O -3.564 -2.481 2.212 -0.1773 0.0074 -0.1514 -0.439
C 5.083 -3.245 -2.928 -0.0249 -0.0061 0.0068 -0.206
H 4.177 -4.216 -4.614 0.0001 0.0046 0.0014 0.228
H -4.211 2.146 -3.445 -0.0032 -0.0040 0.0002 0.230
C -0.176 7.842 0.436 -0.0217 -0.0678 0.0048 -0.202
S -0.031 0.375 1.600 -0.1133 0.3522 0.0709 -0.172
H 1.490 -2.844 -1.596 -0.0323 -0.0011 0.0378 0.194
C -1.313 -2.742 4.123 0.0329 -0.0263 0.0978 -0.166
C -3.619 -0.814 -1.015 -0.1815 0.0788 -0.0244 0.026
H -5.197 -2.793 0.994 -0.0332 0.0205 -0.0178 0.222
C 0.758 7.406 -0.490 0.0401 -0.0046 -0.0448 -0.196
C -1.223 -2.627 2.749 -0.1957 -0.0539 -0.1809 0.140
C 4.009 -3.728 -3.664 -0.0071 0.0137 0.0253 -0.199
H -0.153 -2.890 5.920 -0.0033 -0.0004 -0.0099 0.250
H -0.297 8.899 0.633 0.0058 -0.0132 0.0042 0.221
C -4.406 -2.057 1.090 0.0461 -0.1298 0.0520 -0.086
H -1.956 1.169 -3.204 0.0128 -0.0105 0.0033 0.233
C -4.892 -0.267 -1.171 0.0376 0.0158 0.0471 -0.231
```
Positions in Å, forces in eV/Å.

Net charge: +1
HOMO-LUMO gap (alpha / beta) (eV): 5.8 / 5.1
ΔE to the lowest compared entry with this formula, charge and spin (eV): 0.552
LUMO energy (alpha / beta) (hartree): -0.146 / -0.173
HOMO level (alpha / beta) (eV): -9.78 / -9.77
Spin multiplicity: 3

Computed, not measured: a structure of composition C35H48N5OS2Si4Y at a distorted geometry, with the ωB97M-V functional and the def2-TZVPD basis.

```
96
Properties=species:S:1:pos:R:3:forces:R:3:mulliken_charge:R:1
C 3.218 2.777 1.135 -0.0235 0.0037 -0.0042 -0.400
C -4.272 -5.021 -0.908 0.0340 0.0120 -0.0131 -1.469
C 1.081 3.996 -1.634 -0.1294 -0.0482 -0.2502 0.555
H 0.933 -0.130 -4.203 -0.0127 -0.0001 -0.0294 0.113
H -2.098 -1.389 -3.742 0.0138 0.0166 -0.0769 0.240
N -4.212 -1.333 -1.234 -0.0221 -0.0613 0.0149 0.462
C 0.425 3.720 6.735 0.0039 -0.0190 -0.0105 -0.579
C -2.918 -0.951 -1.335 -0.1827 -0.0063 -0.0547 -0.916
N -2.811 0.344 -1.523 0.4778 0.0127 -0.1202 0.245
H -3.586 -5.856 -0.944 0.0005 0.0026 -0.0078 0.490
C 0.818 -4.031 -3.275 0.0105 -0.1143 -0.0241 -1.235
H -1.477 -2.590 -4.874 -0.0019 -0.0349 0.0144 0.546
H 1.884 -4.108 -3.065 0.0026 -0.0080 0.0005 0.323
H -2.746 -3.583 -1.259 0.0023 0.0011 -0.0087 0.904
H -2.470 -0.935 1.207 -0.0016 0.0234 0.0857 0.217
Si 0.195 -2.267 -3.116 0.1017 -0.1624 0.1207 0.903
C -4.976 -0.182 -1.366 -0.0022 -0.0551 -0.0186 -0.275
H -6.048 -0.184 -1.336 0.0011 0.0007 -0.0034 0.455
C -3.802 -3.734 -1.085 -0.0032 -0.0491 -0.0129 0.002
Si -0.158 -1.913 1.093 0.2877 -0.2123 -0.1246 0.470
C -6.118 -6.593 -0.523 0.0769 0.1671 -0.0108 -0.037
H 1.072 4.232 2.248 0.0770 0.0705 0.0267 -0.868
H 1.500 -3.757 1.329 -0.0057 0.0056 -0.0117 0.287
H -7.556 -4.343 -0.448 0.0020 -0.0005 0.0065 0.472
H 4.781 -2.625 -1.369 -0.0011 0.0169 -0.0270 0.420
H 1.768 0.890 5.455 -0.0075 -0.0042 -0.0059 0.428
C 2.231 3.899 -0.744 0.0427 0.1426 -0.0277 0.209
C 0.499 4.669 3.062 -0.0605 0.0198 0.0512 0.412
H 3.455 -1.688 1.370 0.0265 -0.0121 -0.0134 0.356
H 4.697 -0.633 0.675 -0.0026 -0.0131 0.0064 0.463
C 0.599 -0.737 2.341 0.0104 0.1278 0.0523 -0.472
H 3.244 -3.483 -1.206 0.0337 -0.0030 0.0170 0.304
S -1.985 2.275 0.830 -0.0232 0.1447 -0.5072 -0.382
H 0.640 4.845 -3.555 -0.0196 -0.0132 0.0019 0.410
H 0.299 -4.685 -2.569 -0.0034 -0.0044 -0.0179 0.311
H 3.641 -2.663 -2.717 -0.0021 -0.0116 0.0050 0.286
Y -0.492 1.419 -1.205 0.2276 0.7877 1.6038 -0.172
H -0.014 -0.719 3.247 0.0226 -0.0216 0.0091 0.522
C -1.083 3.764 0.966 0.0363 -0.1220 0.0288 0.532
H 0.116 4.155 7.677 -0.0044 -0.0005 0.0006 0.366
H 3.477 0.149 -3.098 -0.0112 -0.0027 -0.0009 0.424
H -2.086 -1.626 -1.256 0.0084 -0.0006 -0.0120 0.484
C -1.561 -2.337 -3.813 -0.1293 0.0897 0.0808 -1.005
H -2.553 -2.688 0.944 -0.0099 -0.0100 0.0336 0.146
C -6.034 -2.881 -0.795 -0.0196 -0.0154 0.0431 -0.682
H -6.724 -2.055 -0.718 -0.0130 -0.0095 -0.0257 0.362
H 1.611 -1.037 2.615 -0.0053 -0.0171 0.0208 0.451
H 3.351 5.531 -1.565 0.0231 -0.0317 -0.0313 0.508
C -4.684 -2.660 -1.035 0.0092 0.0997 -0.0454 1.149
H 1.497 2.181 3.369 -0.0278 -0.0034 0.0047 -0.027
C -4.103 0.834 -1.539 0.0758 0.1195 -0.0269 -1.456
C 1.124 -1.196 -4.361 0.1168 0.0493 -0.0380 -0.972
O 1.227 1.928 0.147 -0.3187 -0.1224 -0.5068 0.864
Si 2.920 -1.025 -0.961 -0.0698 -0.1733 -0.2322 0.604
C 3.337 4.742 -0.821 -0.0664 0.0624 0.0507 -0.449
C -6.504 -4.171 -0.629 -0.0280 0.0387 0.0077 -0.994
C 0.284 4.445 5.561 0.0343 0.0294 0.0086 -0.341
C 4.288 3.649 1.075 -0.0003 0.0491 -0.0314 -0.839
N -6.506 -7.666 -0.394 -0.0172 -0.0211 0.0023 -0.496
N -0.131 3.965 -1.180 -0.6109 -0.2370 0.0382 -0.631
C 1.209 2.618 4.318 -0.0318 -0.0345 0.0039 0.559
C 1.352 1.890 5.490 0.0041 0.0024 -0.0054 -0.809
C 0.417 -3.668 1.436 -0.0012 -0.1083 0.1054 -1.242
H -0.143 5.441 5.588 0.0190 0.0063 0.0112 0.397
C 1.254 4.050 -3.132 0.0058 -0.0960 0.0205 -1.316
C 0.962 2.440 6.703 -0.0058 0.0195 0.0002 -0.417
Si 0.581 -1.220 -1.045 -0.3044 0.0722 -0.1935 -0.277
H 0.647 0.282 1.951 -0.0098 0.0048 0.0140 -0.476
H 2.879 1.295 -1.888 0.0353 0.0202 0.0078 -0.247
H 1.072 1.873 7.618 0.0039 0.0013 0.0019 0.381
H 5.234 5.280 0.024 -0.0175 0.0299 0.0321 0.394
H -0.043 -4.370 0.736 0.0163 -0.0012 0.0041 0.291
H -2.178 -3.106 -3.345 -0.0131 -0.0167 -0.0249 0.225
H 0.640 -4.415 -4.284 -0.0004 -0.0087 0.0102 0.378
H -2.125 -2.045 2.527 0.0024 -0.0327 -0.0087 0.553
H 0.821 -1.441 -5.383 0.0196 -0.0230 0.0068 0.451
C 3.499 0.408 -2.038 0.0246 0.1058 0.0017 -0.674
C -2.005 -1.893 1.450 -0.1308 0.0804 -0.0730 -0.944
C 0.678 3.902 4.341 0.0398 -0.0130 -0.0555 -0.055
S -1.253 4.633 2.527 -0.0972 -0.1808 -0.0311 -0.146
C 4.376 4.624 0.081 -0.0091 -0.0815 0.0477 -0.991
H 5.076 3.565 1.814 0.0062 -0.0046 -0.0075 0.478
C -5.627 -5.247 -0.689 -0.0511 -0.1627 0.0187 0.380
N -0.299 4.342 0.142 0.3435 0.2542 -0.1256 -0.381
H 2.203 -1.339 -4.286 -0.0024 -0.0019 -0.0102 0.228
H 0.957 3.114 -3.622 0.0417 -0.0158 -0.0033 0.088
C 3.719 -2.595 -1.630 0.0931 -0.0488 -0.0324 -1.284
H 3.174 0.052 1.260 -0.0066 -0.0061 0.0231 -0.475
H 3.163 2.031 1.915 0.0605 -0.0470 -0.0415 -0.156
H 2.298 4.219 -3.386 0.0015 -0.0265 -0.0037 0.437
H 4.524 0.690 -1.781 0.0011 -0.0123 -0.0234 0.396
H -4.310 1.883 -1.661 0.0120 0.0074 0.0341 0.496
C 3.619 -0.801 0.755 -0.0223 0.0480 0.1544 -0.505
C 2.180 2.841 0.191 0.0365 -0.1916 0.1383 1.251
H 0.149 -3.980 2.450 0.0161 -0.0108 -0.0090 0.404
H 0.797 5.711 3.172 -0.0018 0.0003 0.0086 0.612
```
Positions in Å, forces in eV/Å.

Net charge: 0
HOMO-LUMO gap (eV): 6.6
ΔE to the lowest compared entry with this formula, charge and spin (eV): 2.106
LUMO energy (hartree): -0.024
HOMO level (eV): -7.27